(1)
Below is a molecular structure, C27H18Cl2N4OOsSe, with properties calculated with ωB97M-V/def2-TZVPD.

Element x y z (Å)
Os -0.087634 0.406453 0.005994
Cl -4.104089 0.241268 2.904672
C -3.743858 1.449519 1.761473
C -4.673155 2.435711 1.432018
C -4.415279 3.393237 0.464915
Cl -5.603973 4.552847 0.095271
C -3.173994 3.391644 -0.244502
C -2.823434 4.290141 -1.266248
C -1.599517 4.153053 -1.884482
C -0.738986 3.121355 -1.505372
N -1.041242 2.247430 -0.554556
C -2.237106 2.384507 0.077882
C -2.485880 1.406764 1.105862
O -1.574918 0.536799 1.324979
H -5.622062 2.455442 1.947874
H -3.508555 5.072507 -1.555964
H -1.295536 4.831887 -2.664580
H 0.224014 3.004934 -1.988389
C 3.439725 -4.167818 0.142625
C 3.682064 -2.828814 0.437192
C 2.642329 -1.932963 0.563506
C 1.307296 -2.362776 0.399036
C 1.082095 -3.730116 0.103387
C 2.130840 -4.611860 -0.016203
N 0.251703 -1.499479 0.480998
C -0.997443 -2.047020 0.771133
C -1.198300 -2.827313 1.917701
C -2.457409 -3.320153 2.196612
C -3.532404 -3.025420 1.365741
C -3.339909 -2.260324 0.223362
C -2.081290 -1.785620 -0.089722
H 4.259159 -4.862097 0.044259
H 4.697542 -2.496459 0.584792
H 2.835766 -0.910094 0.854825
H 0.071723 -4.067677 -0.065110
H 1.936410 -5.645638 -0.255236
H -0.367990 -3.001609 2.587301
H -2.607767 -3.950463 3.058568
H -4.511812 -3.413250 1.598487
H -4.163087 -2.084153 -0.450369
H -1.895693 -1.271547 -1.035645
Se 1.423874 -0.087545 -3.107055
N 1.367591 0.500708 -1.372022
C 2.558496 1.083252 -1.100240
C 2.925149 1.679746 0.118913
C 4.205255 2.161342 0.249980
C 5.142500 2.077300 -0.804073
C 4.810262 1.530660 -2.015561
C 3.498905 1.034844 -2.188837
N 3.028045 0.473781 -3.296629
H 2.198834 1.756111 0.929388
H 4.509023 2.614532 1.182892
H 6.141102 2.452911 -0.639590
H 5.512618 1.449522 -2.831251

Forces on the atoms, in the same order (eV/Å):
-0.066 0.298 -0.334
0.038 0.250 -0.071
0.219 -0.192 0.013
-0.041 0.136 0.008
-0.088 -0.315 0.295
0.102 -0.045 0.034
0.625 -0.331 -0.173
0.138 -0.142 0.079
-0.054 -0.088 0.163
0.151 0.174 -0.254
-0.219 -0.085 0.271
-0.417 0.285 0.173
-0.381 0.522 -0.215
-0.310 0.227 0.321
-0.047 -0.048 0.017
-0.032 0.060 -0.027
0.042 0.046 -0.065
-0.043 -0.031 0.017
-0.176 0.031 0.028
0.027 0.040 0.000
-0.297 0.099 -0.004
0.888 -0.612 -0.139
-0.148 0.206 0.028
0.149 0.071 -0.031
0.162 0.244 0.100
-1.392 -0.819 0.086
0.169 0.375 -0.263
-0.186 -0.008 -0.066
0.178 -0.029 0.031
-0.036 -0.073 -0.101
0.538 -0.275 0.179
0.099 -0.034 -0.002
0.093 0.079 0.038
0.031 0.080 -0.015
-0.052 -0.081 -0.028
-0.036 -0.086 -0.014
0.047 -0.091 0.019
-0.001 0.007 0.155
-0.092 -0.036 -0.004
-0.115 0.059 -0.075
-0.093 -0.022 0.069
-0.595 -0.058 0.683
0.662 0.318 -0.344
-0.175 -0.290 -0.384
0.210 0.284 0.456
-0.829 -0.182 0.195
0.223 -0.285 -0.894
0.507 0.369 0.473
-0.780 -0.319 -0.044
1.092 0.213 -0.305
0.207 -0.002 -0.059
-0.009 0.023 0.044
0.060 0.026 -0.030
0.054 0.059 -0.031

## Properties
Spin multiplicity: 5
E_HOMO (spin up / spin down) in eV: -13.34 / -14.14
Gap between HOMO and LUMO (spin up / spin down) in eV: 6.22 / 5.46
LUMO energy (spin up / spin down) in eV: -7.12 / -8.69
Total charge: +2
Strongest force on any atom in eV/Å: 1.6
⟨S²⟩: 6.09

***

(2)
Below is a single C4H12N2O molecule, with properties calculated with ωB97M-V/def2-TZVPD.

Element x y z (Å)
N -2.094438 1.829873 0.432570
C -1.181656 1.224215 1.370988
C -0.835262 -0.127819 0.881651
N 0.419958 0.000004 0.179575
C 0.862792 -1.252369 -0.296126
C 2.076210 -1.094825 -1.214600
O 1.754087 -0.319564 -2.474184
H -2.135517 2.814385 0.298105
H -3.030117 1.474502 0.693989
H -0.284772 1.817962 1.384157
H -1.617470 1.222548 2.478745
H -1.785538 -0.538713 0.417747
H -0.832489 -0.648350 1.958991
H 0.078548 0.602348 -0.589757
H -0.019722 -1.612819 -0.919269
H 1.002236 -1.838374 0.577533
H 2.384269 -2.054904 -1.468103
H 2.919887 -0.646993 -0.660238
H 2.318987 -0.851115 -3.051776

Forces on the atoms, in the same order (eV/Å):
-1.802 -1.192 -0.196
-1.363 2.049 1.987
-1.130 -1.285 4.257
-1.624 1.440 0.137
-1.180 0.482 -3.045
-0.870 1.808 0.517
0.917 -1.821 2.064
0.221 0.701 0.435
0.602 0.670 -0.728
0.449 0.209 0.314
0.833 -0.057 -2.072
1.375 0.002 -0.346
1.005 -0.052 -2.513
1.036 -0.313 -0.002
1.201 -0.740 0.457
0.562 -1.080 0.443
0.571 -1.806 -0.807
-0.431 0.308 -0.325
-0.370 0.677 -0.577

## Properties
E_HOMO in eV: -8.86
Gap between HOMO and LUMO in eV: 9.90
Structure (SMILES): NCCNCCO
LUMO energy in eV: 1.04
Strongest force on any atom in eV/Å: 4.6
Energy relative to the best compared isomer or geometry (same formula, charge and spin) in kcal/mol: 68.0